(1)
# C35H26BF6N

A cluster of 2 separate species, C35H26BF6N in total (ωB97M-V/def2-TZVPD, the OMol25 dataset).

Geometry as XYZ:
```
69
Properties=species:S:1:pos:R:3:nbo_charge:R:1
F -4.04 2.33 -1.37 -0.344
C -3.30 1.67 -2.29 0.464
C -2.96 2.32 -3.46 -0.316
C -2.09 1.74 -4.36 -0.228
C -1.57 0.49 -4.10 -0.298
C -1.91 -0.18 -2.94 0.417
F -1.33 -1.37 -2.65 -0.332
C -2.79 0.41 -2.04 -0.296
B -3.12 -0.48 -0.78 -0.057
C -4.11 0.20 0.23 -0.274
C -3.58 0.66 1.42 0.406
F -2.26 0.54 1.67 -0.348
C -4.43 1.26 2.33 -0.302
C -5.76 1.42 2.05 -0.221
C -6.27 0.97 0.85 -0.290
C -5.45 0.34 -0.06 0.424
F -5.97 -0.17 -1.20 -0.327
C -3.63 -1.93 -1.15 -0.271
C -3.41 -2.87 -0.16 0.410
F -2.81 -2.52 1.00 -0.335
C -3.83 -4.18 -0.36 -0.299
C -4.45 -4.53 -1.53 -0.223
C -4.67 -3.59 -2.51 -0.292
C -4.26 -2.28 -2.33 0.413
F -4.47 -1.38 -3.32 -0.330
H -2.09 -0.63 -0.20 0.000
H -3.36 3.30 -3.64 0.207
H -1.81 2.27 -5.25 0.205
H -0.88 0.03 -4.78 0.205
H -4.02 1.59 3.27 0.200
H -6.42 1.89 2.77 0.206
H -7.31 1.09 0.61 0.211
H -3.65 -4.90 0.41 0.204
H -4.78 -5.55 -1.68 0.206
H -5.17 -3.85 -3.43 0.210
C 0.95 1.94 2.02 -0.689
C 2.40 1.89 1.72 0.405
N 3.22 2.98 1.79 -0.294
C 2.82 4.34 2.16 -0.416
C 4.54 2.60 1.50 0.117
C 4.54 1.21 1.24 -0.006
C 5.75 0.56 1.02 -0.192
C 6.92 1.29 1.00 -0.206
C 6.91 2.66 1.22 -0.189
C 5.73 3.32 1.48 -0.218
C 3.16 0.76 1.36 -0.203
C 2.66 -0.56 1.29 0.086
C 3.29 -1.73 0.75 -0.081
C 4.19 -1.70 -0.34 -0.157
C 4.77 -2.85 -0.81 -0.226
C 4.46 -4.07 -0.23 -0.130
C 3.56 -4.14 0.82 -0.221
C 2.97 -2.99 1.29 -0.131
H 0.49 0.97 1.91 0.269
H 0.79 2.28 3.05 0.252
H 0.44 2.63 1.35 0.270
H 3.67 5.01 2.14 0.231
H 2.07 4.70 1.46 0.233
H 2.40 4.34 3.16 0.226
H 5.77 -0.51 0.90 0.227
H 7.85 0.78 0.81 0.225
H 7.83 3.21 1.19 0.227
H 5.73 4.38 1.67 0.221
H 1.70 -0.72 1.75 0.228
H 4.40 -0.76 -0.82 0.227
H 5.45 -2.81 -1.64 0.229
H 4.92 -4.98 -0.60 0.228
H 3.32 -5.09 1.26 0.232
H 2.26 -3.04 2.10 0.224
```

The HOMO energy comes out at -6.705 eV. For the HOMO-LUMO gap, the calculation gives 0.1347 Eh. The net charge is 0.

(2)
# C42H38N7OPRbS3

A structure of composition C42H38N7OPRbS3 (ωB97M-V/def2-TZVPD, the OMol25 dataset).

Geometry as XYZ:
```
93
Properties=species:S:1:pos:R:3:mulliken_charge:R:1
Rb 0.11 0.46 1.36 1.043
C 2.72 3.89 -2.78 -1.569
C 1.44 3.94 -2.00 1.088
C 1.26 4.91 -1.02 -0.644
C 0.11 4.92 -0.25 -0.353
C -0.89 3.99 -0.46 -0.363
C -0.72 3.03 -1.45 -0.613
C 0.44 3.01 -2.21 -0.086
H 3.49 3.36 -2.21 0.272
H 3.09 4.89 -3.00 0.484
H 2.57 3.35 -3.72 0.332
H 2.02 5.66 -0.86 0.346
H -0.02 5.67 0.52 0.376
H -1.80 4.01 0.12 0.287
H -1.50 2.32 -1.66 0.141
H 0.55 2.25 -2.98 0.321
C -4.00 1.17 1.66 -0.890
C -3.25 1.97 2.65 0.273
N -2.02 2.33 2.54 0.262
C -1.57 3.03 3.62 -0.031
C -2.52 3.23 4.59 -0.566
S -4.01 2.51 4.14 -0.231
C -0.21 3.52 3.67 0.120
C 0.35 4.20 4.72 -0.609
S 1.99 4.60 4.39 -0.289
C 1.81 3.79 2.83 0.442
N 0.65 3.31 2.62 0.267
C 2.97 3.69 1.91 -0.915
H -3.59 1.31 0.66 0.088
H -5.06 1.45 1.67 0.507
H -3.93 0.11 1.92 0.157
H -2.42 3.73 5.53 0.400
H -0.10 4.48 5.65 0.423
H 3.56 4.60 1.92 0.464
H 2.61 3.49 0.90 -0.040
H 3.60 2.85 2.22 0.255
O 2.30 0.33 2.50 -0.662
C 3.04 0.04 1.57 0.368
C 3.77 -1.03 1.11 0.601
C 5.12 -1.22 1.54 -1.138
C 5.93 -2.13 0.93 -0.429
C 5.48 -2.89 -0.16 -0.939
C 4.21 -2.67 -0.65 -0.281
C 3.36 -1.75 -0.07 0.020
P 1.70 -1.37 -0.70 0.794
C 2.04 -1.57 -2.50 0.194
C 2.42 -0.39 -3.14 -0.966
C 2.77 -0.38 -4.47 -0.560
C 2.74 -1.56 -5.20 -0.530
C 2.36 -2.74 -4.58 -0.811
C 2.01 -2.75 -3.24 -0.014
C 0.78 -2.89 -0.31 1.120
C -0.27 -3.32 -1.13 -1.134
C -0.99 -4.46 -0.80 -0.524
C -0.71 -5.15 0.37 -0.789
C 0.29 -4.69 1.22 -0.565
C 1.03 -3.57 0.88 -1.068
H 5.48 -0.64 2.38 0.435
H 6.94 -2.29 1.30 0.361
H 6.13 -3.63 -0.62 0.409
H 3.87 -3.23 -1.52 0.354
H 2.44 0.53 -2.56 0.423
H 3.08 0.55 -4.95 0.395
H 3.01 -1.56 -6.24 0.383
H 2.33 -3.66 -5.15 0.398
H 1.70 -3.67 -2.77 0.462
H -0.52 -2.76 -2.02 0.633
H -1.78 -4.80 -1.46 0.461
H -1.27 -6.04 0.62 0.360
H 0.49 -5.20 2.15 0.469
H 1.81 -3.22 1.54 0.460
N -1.92 -1.72 1.19 -0.567
C -1.62 -1.79 2.31 0.110
C -1.33 -1.85 3.65 0.318
C -0.33 -2.71 4.11 0.115
N 0.47 -3.45 4.48 -0.640
C -2.06 -1.05 4.52 0.060
N -2.72 -0.40 5.21 -0.590
C -5.45 0.08 -3.01 -0.979
N -4.86 -0.98 -2.24 0.147
C -5.67 -1.97 -1.56 -0.600
C -4.63 -2.71 -0.69 -0.533
N -3.37 -2.10 -1.06 0.581
C -3.56 -1.05 -1.87 0.175
S -2.38 -0.04 -2.41 -0.476
H -6.15 0.65 -2.39 0.308
H -5.97 -0.32 -3.88 0.304
H -4.64 0.73 -3.33 0.288
H -6.15 -2.64 -2.28 0.316
H -6.45 -1.49 -0.95 0.344
H -4.61 -3.78 -0.91 0.261
H -4.82 -2.59 0.39 0.260
H -2.62 -2.07 -0.35 -0.040
```

The HOMO energy comes out at -2.546 eV. For the HOMO-LUMO gap, the calculation gives 0.1650 Eh. The net charge is -1.

(3)
# C5H7N

The molecule C5H7N (ωB97M-V/def2-TZVPD, the OMol25 dataset).

Geometry as XYZ:
```
13
Properties=species:S:1:pos:R:3:nbo_charge:R:1
C -1.86 0.55 0.83 0.240
C -1.60 -0.90 -0.18 -0.557
C -0.09 -0.80 -0.36 -0.530
C 0.29 0.50 0.31 0.512
C 1.58 1.05 0.17 -0.700
N -0.66 1.13 0.94 -0.628
H -1.97 -1.79 0.24 0.221
H -2.09 -0.82 -1.11 0.219
H 0.54 -1.51 0.07 0.235
H 0.20 -0.72 -1.40 0.232
H 2.20 0.40 0.80 0.257
H 1.61 1.99 0.61 0.252
H 1.87 0.93 -0.93 0.249
```

The HOMO energy comes out at -7.643 eV. For the HOMO-LUMO gap, the calculation gives 0.2633 Eh. The net charge is 0.

(4)
# C30H30CuN6O3

A structure of composition C30H30CuN6O3 (ωB97M-V/def2-TZVPD, the OMol25 dataset).

Geometry as XYZ:
```
70
Properties=species:S:1:pos:R:3:nbo_charge:R:1
Cu 0.45 -2.54 -0.33 1.303
O 2.72 -1.36 -3.52 -0.624
C 2.13 -1.81 -2.53 0.600
N 0.90 -1.63 -2.09 -0.702
C -0.21 -1.50 -2.96 0.104
C -0.15 -0.79 -4.16 -0.237
C -1.35 -0.55 -4.91 -0.224
C -2.54 -1.08 -4.47 -0.232
C -2.60 -1.90 -3.34 -0.266
C -1.48 -2.12 -2.53 0.204
N -1.44 -2.67 -1.27 -0.721
C -2.41 -2.56 -0.34 0.586
O -3.64 -2.41 -0.51 -0.651
C -1.94 -2.85 1.04 0.152
C -2.90 -3.07 2.04 -0.199
C -2.46 -3.22 3.37 -0.140
C -1.09 -3.07 3.63 -0.254
C -0.24 -2.87 2.59 0.054
N -0.65 -2.78 1.31 -0.550
C 2.96 -2.60 -1.58 0.161
C 4.34 -2.80 -1.84 -0.202
C 5.05 -3.63 -0.99 -0.144
C 4.39 -4.25 0.09 -0.255
C 3.04 -4.00 0.26 0.044
N 2.34 -3.18 -0.53 -0.555
H 0.78 -0.38 -4.53 0.242
H -1.28 0.05 -5.83 0.210
H -3.45 -0.90 -5.05 0.208
H -3.53 -2.38 -3.05 0.235
H -3.95 -3.11 1.78 0.261
H -3.15 -3.38 4.15 0.223
H -0.69 -3.14 4.65 0.235
H 0.83 -2.74 2.70 0.205
H 4.82 -2.27 -2.67 0.267
H 6.12 -3.78 -1.15 0.228
H 4.81 -5.03 0.74 0.233
H 2.47 -4.44 1.09 0.200
N 2.26 1.64 0.35 -0.803
C 3.05 1.80 1.47 0.202
C 3.69 0.70 2.15 -0.279
C 4.46 0.97 3.26 -0.200
C 4.55 2.26 3.75 -0.267
C 4.00 3.35 3.05 -0.182
C 3.24 3.10 1.95 -0.284
H 1.96 2.53 -0.05 0.375
H 1.52 0.96 0.38 0.409
H 3.46 -0.30 1.79 0.203
H 4.96 0.18 3.82 0.209
H 5.19 2.49 4.60 0.205
H 4.18 4.35 3.46 0.211
H 2.68 3.93 1.50 0.201
O -0.65 1.44 0.30 -0.672
C -1.61 2.17 -0.01 0.695
C -1.43 3.62 -0.51 -0.509
C -2.16 4.75 0.23 -0.387
C -3.68 4.83 -0.03 -0.395
C -4.42 3.57 0.40 -0.422
C -4.10 2.33 -0.37 -0.227
N -2.88 1.65 0.00 -0.616
H -1.71 3.64 -1.57 0.224
H -0.36 3.85 -0.51 0.230
H -1.71 5.68 -0.06 0.214
H -2.09 4.59 1.31 0.201
H -3.91 5.09 -1.08 0.198
H -3.96 5.66 0.61 0.211
H -5.52 3.71 0.40 0.220
H -4.22 3.38 1.48 0.204
H -4.04 2.58 -1.44 0.194
H -4.89 1.54 -0.28 0.225
H -2.87 0.71 0.38 0.414
```

Its multiplicity is 2. The HOMO energy (alpha / beta) comes out at -7.188 / -7.162 eV. For the HOMO-LUMO gap (alpha / beta), the calculation gives 0.2536 / 0.2256 Eh. The net charge is 0. Its expectation value of S² is 0.75.

Q: Which value of net charge does entry 4 give?
A: 0

Q: Number 1 is which compound?
A: C35H26BF6N